{
  "formula": "C18H50ClO19S7",
  "method": "ωB97M-V/def2-TZVPD",
  "elements": ["Cl", "O", "O", "O", "O", "O", "S", "O", "O", "C", "C", "C", "H", "H", "H", "H", "H", "H", "H", "H", "O", "S", "O", "O", "C", "C", "C", "H", "H", "H", "H", "H", "H", "H", "H", "O", "S", "O", "O", "C", "C", "C", "H", "H", "H", "H", "H", "H", "H", "H", "O", "S", "O", "O", "C", "C", "C", "H", "H", "H", "H", "H", "H", "H", "H", "C", "S", "O", "C", "H", "H", "H", "H", "H", "H", "C", "S", "O", "C", "H", "H", "H", "H", "H", "H", "C", "S", "O", "C", "H", "H", "H", "H", "H", "H"],
  "coordinates": [[-19.970, 11.708, 8.565], [-20.807, 12.461, 7.675], [-18.547, 11.894, 8.301], [-20.250, 12.190, 9.947], [-20.129, 10.263, 8.464], [-19.702, 13.994, -3.886], [-20.559, 13.519, -2.846], [-20.218, 12.309, -2.122], [-20.639, 14.670, -1.682], [-21.482, 14.449, -0.586], [-20.649, 14.943, 0.552], [-22.361, 13.548, -3.537], [-21.756, 13.395, -0.554], [-22.467, 14.893, -0.729], [-20.025, 15.776, 0.230], [-19.997, 14.195, 1.003], [-21.369, 15.341, 1.267], [-22.662, 12.920, -4.376], [-22.324, 14.571, -3.910], [-23.095, 13.561, -2.731], [-26.893, 12.109, 17.189], [-25.846, 11.687, 18.113], [-25.387, 10.263, 18.078], [-24.628, 12.809, 18.129], [-23.490, 12.501, 17.317], [-22.562, 11.510, 17.965], [-26.413, 11.860, 19.845], [-22.925, 13.425, 17.198], [-23.701, 12.209, 16.288], [-22.874, 10.514, 17.651], [-22.551, 11.484, 19.055], [-21.621, 11.562, 17.417], [-26.657, 12.921, 19.901], [-25.543, 11.501, 20.396], [-27.345, 11.332, 20.044], [-23.127, 20.096, 11.693], [-22.773, 18.836, 11.023], [-21.385, 18.375, 11.009], [-23.810, 17.628, 11.633], [-25.248, 17.892, 11.515], [-25.805, 17.807, 12.869], [-23.382, 19.000, 9.283], [-25.711, 17.281, 10.740], [-25.336, 18.945, 11.248], [-26.879, 17.981, 12.788], [-25.616, 18.646, 13.540], [-25.764, 16.792, 13.264], [-24.362, 19.416, 9.053], [-23.172, 18.052, 8.787], [-22.620, 19.645, 8.845], [-16.361, 2.935, 5.276], [-15.452, 4.086, 5.059], [-14.041, 3.870, 4.804], [-16.025, 5.107, 3.873], [-17.315, 5.742, 3.909], [-17.324, 7.019, 2.942], [-15.498, 5.235, 6.502], [-17.587, 5.898, 4.953], [-18.022, 5.025, 3.492], [-16.778, 7.816, 3.446], [-18.298, 7.353, 2.585], [-16.655, 6.870, 2.094], [-14.778, 4.974, 7.277], [-16.536, 5.188, 6.832], [-15.272, 6.255, 6.188], [-27.131, 9.337, 11.932], [-26.568, 8.888, 10.158], [-27.669, 7.870, 9.788], [-26.974, 10.565, 9.463], [-26.380, 10.069, 12.230], [-27.122, 8.350, 12.394], [-28.102, 9.831, 11.971], [-27.956, 10.966, 9.715], [-27.019, 10.558, 8.374], [-26.189, 11.276, 9.719], [-13.791, 16.065, 9.965], [-12.735, 14.628, 9.590], [-11.278, 15.043, 9.624], [-12.905, 13.473, 11.029], [-13.817, 16.771, 9.134], [-13.530, 16.535, 10.913], [-14.826, 15.797, 10.177], [-13.948, 13.166, 10.956], [-12.711, 13.829, 12.041], [-12.158, 12.708, 10.816], [-15.221, 5.047, 14.647], [-16.343, 6.339, 15.214], [-15.465, 7.498, 15.831], [-16.959, 6.998, 13.579], [-15.866, 4.373, 14.084], [-14.833, 4.568, 15.546], [-14.491, 5.527, 13.994], [-16.475, 6.586, 12.693], [-16.951, 8.066, 13.364], [-17.989, 6.643, 13.543]],
  "forces_ev_per_a": [[1.981, -0.292, 2.529], [-0.122, -0.332, -0.611], [-0.546, 0.966, -0.331], [0.056, -0.885, -1.550], [-1.366, 0.517, -0.033], [-0.397, 0.180, 0.404], [-0.943, -1.047, 1.005], [-0.722, 0.816, -1.070], [0.295, -0.370, -3.619], [-0.261, -1.151, 0.213], [-0.852, 0.545, 1.098], [1.345, 1.401, 0.732], [0.479, -0.309, 0.475], [0.214, 0.924, 0.022], [-0.130, -0.021, -0.099], [-0.246, -0.062, -0.093], [0.396, -0.079, 0.610], [0.710, -0.463, 0.387], [-0.138, 0.073, -0.152], [0.255, -0.447, 0.090], [1.678, -0.274, 0.975], [-1.090, -2.528, 0.608], [-0.255, 3.441, -0.617], [-1.693, -1.466, -0.168], [1.438, 0.527, -0.052], [-0.341, -1.665, -1.172], [0.400, 0.967, -1.498], [-0.500, 0.394, 0.279], [-0.652, -0.190, 0.134], [-0.318, -0.199, 0.364], [0.437, 0.558, -0.173], [0.490, 0.463, 0.751], [0.426, 0.071, 0.616], [-0.381, 0.328, 0.363], [0.362, -0.425, -0.434], [0.610, -1.970, -0.776], [-1.249, 0.485, 0.217], [-2.888, 0.380, 0.179], [1.763, 1.042, -1.273], [1.598, 1.803, -0.150], [-2.374, -0.535, 0.724], [1.704, -0.416, 0.105], [0.255, -0.301, 0.238], [-0.165, 0.029, -0.494], [-0.497, -0.255, -0.427], [1.188, -0.443, 0.071], [0.534, 0.282, 0.516], [0.034, -0.228, 0.742], [-0.451, -0.216, 0.205], [-0.047, 0.347, 0.146], [1.685, 2.615, -0.660], [-0.385, 0.119, 0.802], [-1.726, 0.058, -0.493], [1.571, -1.036, 0.701], [-0.858, 0.090, -1.279], [1.535, -0.776, 1.462], [-0.773, -0.318, -0.720], [-0.134, 0.616, -0.191], [-0.111, -0.084, 0.143], [-0.510, 0.325, 0.265], [0.016, -0.272, 0.390], [-0.317, -0.669, -0.220], [-0.213, -0.516, -0.246], [0.194, 0.069, 0.415], [0.009, -0.191, -0.354], [1.150, 0.127, -1.739], [-3.501, -0.244, 0.926], [1.836, 1.600, -0.085], [-0.133, -0.078, -0.623], [0.116, -0.379, 0.697], [0.139, 0.429, 0.380], [-0.054, -0.376, -0.435], [0.005, -0.347, 0.675], [0.402, -0.581, -0.094], [0.068, -0.160, 0.296], [-0.438, -0.097, 1.228], [1.446, -0.224, 0.299], [-1.262, 0.162, -0.072], [-0.627, 0.889, -0.448], [0.446, -0.210, 0.021], [0.692, 0.244, -0.206], [-0.100, -0.661, -0.471], [0.143, -0.613, 0.113], [0.067, 0.624, -0.238], [-0.397, -0.132, -0.241], [-0.662, 0.593, -0.318], [1.583, 3.755, 0.667], [-1.686, -2.720, -1.211], [-0.332, -0.986, -0.415], [0.202, -0.246, -0.034], [0.184, 0.090, -0.248], [0.234, -0.278, 0.233], [0.379, -0.451, 0.271], [0.192, 0.114, 1.109], [-0.104, 0.152, -0.063]],
  "de_lowest_kj_mol": 665.8,
  "e_homo_ev": -5.87,
  "spin_multiplicity": 1,
  "lumo_energy_ev": 1.64,
  "gap_ev": 7.503,
  "total_charge": -1,
  "fmax_ha_per_bohr": 0.0803
}